[1]
{"formula": "C16H32Cl2N3O8", "method": "ωB97M-V/def2-TZVPD", "species": ["H", "H", "H", "H", "O", "N", "C", "H", "H", "H", "C", "C", "C", "H", "O", "O", "C", "H", "C", "C", "C", "H", "O", "H", "Cl", "H", "H", "C", "H", "H", "H", "C", "H", "H", "O", "H", "H", "O", "C", "H", "H", "H", "C", "N", "Cl", "N", "C", "H", "H", "H", "H", "O", "C", "H", "C", "H", "O", "H", "H", "H", "C"], "positions_angstrom": [[1.14, -7.49, -0.42], [-2.44, -4.80, 3.85], [-3.61, -3.51, 3.33], [-1.74, 5.31, 1.67], [-1.98, 0.35, -3.74], [-0.06, -0.85, -4.10], [2.43, 3.48, -1.82], [3.41, -5.66, -0.88], [0.11, 2.15, -4.25], [0.03, 6.73, -1.76], [0.73, -0.04, 0.13], [-0.86, 0.19, -4.23], [2.34, -5.86, -0.84], [0.38, -2.73, -3.42], [-1.55, -0.41, -0.26], [0.40, -3.61, 0.82], [1.74, -6.78, 0.14], [-1.58, -2.65, 2.48], [-0.19, -1.38, 3.38], [-0.65, 0.44, -0.26], [1.82, 4.67, -1.17], [3.47, 3.67, -2.10], [-1.32, -2.72, 5.48], [2.43, 2.51, -1.33], [-0.29, 3.11, 4.32], [0.62, -1.62, 2.70], [-0.01, -1.16, 4.44], [-2.91, -3.85, 4.10], [-3.53, -4.15, 4.95], [0.50, 3.85, 2.23], [0.31, 1.14, -5.71], [-0.23, 5.98, -1.00], [2.08, -6.20, -1.84], [0.03, 6.47, -0.06], [-0.93, 1.62, -0.50], [0.87, -0.83, -4.48], [-0.02, 3.99, -1.41], [2.48, 5.41, -0.52], [-1.45, 4.91, 2.63], [-1.21, 2.08, -5.23], [-0.61, -1.80, -2.39], [-2.45, 4.74, 3.03], [0.94, -4.61, 0.42], [0.56, 4.81, -1.30], [-0.78, 6.27, 3.50], [-1.22, -2.33, 3.37], [-1.88, -2.86, 4.43], [1.71, 3.37, -2.63], [-1.29, 5.79, -1.17], [0.88, -1.12, 0.10], [1.22, 0.07, 1.10], [0.98, -5.87, 0.94], [-0.38, 1.44, -4.92], [-1.30, -2.44, -3.89], [-0.41, -1.98, -3.44], [2.34, -7.14, 0.98], [1.67, -4.58, -0.64], [-0.94, 2.85, 2.20], [-0.57, -0.39, 3.09], [1.25, 0.28, -0.77], [-0.49, 3.72, 2.67]], "homo_ev": [-8.921, -8.921], "multiplicity": 2, "fmax_ev_per_a": 6.3, "molar_mass_g_mol": 465.35}

***

[2]
{"formula": "C16H32ClNOP2Pd", "method": "ωB97M-V/def2-TZVPD", "species": ["Cl", "H", "Pd", "C", "H", "H", "H", "H", "H", "C", "H", "C", "C", "H", "C", "C", "H", "H", "C", "P", "C", "H", "C", "H", "H", "O", "H", "H", "H", "H", "H", "N", "H", "C", "H", "H", "H", "C", "H", "C", "C", "H", "H", "H", "H", "H", "H", "C", "C", "C", "H", "P", "H", "H"], "positions_angstrom": [[0.40, 1.16, 3.40], [2.20, -2.48, -0.58], [-0.03, 0.25, 0.48], [-3.28, -1.15, -0.70], [2.52, -1.56, -2.09], [0.01, 5.22, -3.55], [-0.75, -1.59, 3.12], [0.40, -4.42, 0.45], [3.86, -1.94, -0.97], [3.51, -0.28, 1.36], [0.00, 0.22, -3.61], [-0.73, -2.68, 3.24], [2.79, -1.68, -1.03], [-0.99, 2.31, 1.89], [-0.01, 1.99, -2.37], [0.48, -3.97, 1.44], [4.56, -0.45, 1.07], [-3.99, 1.76, -0.28], [0.01, 1.31, -3.65], [-2.33, 0.09, 0.19], [-0.01, 1.82, 1.82], [4.48, 1.03, -1.11], [-3.06, 0.03, 1.86], [3.44, 0.64, 1.97], [3.07, 2.13, -0.90], [-1.85, -3.38, 1.24], [0.01, 3.91, -1.39], [0.73, -4.75, 2.17], [-4.13, 0.25, 1.76], [1.29, -3.23, 1.45], [-2.92, -0.98, 2.26], [-0.03, 1.32, -1.25], [1.49, 0.80, 0.28], [0.01, 3.44, -4.79], [3.14, -1.14, 1.94], [-3.21, -2.11, -0.17], [-1.59, -2.98, 3.84], [0.02, 2.04, -4.82], [0.82, 2.46, 1.50], [-0.81, -3.35, 1.89], [3.39, 1.13, -1.21], [-2.76, 1.65, -1.59], [-2.89, -1.26, -1.72], [3.09, 0.98, -2.26], [-2.37, 2.51, -0.08], [0.19, -2.96, 3.76], [-2.58, 0.77, 2.52], [0.01, 4.13, -3.57], [0.01, 3.43, -2.38], [-2.92, 1.66, -0.51], [-4.33, -0.81, -0.74], [2.60, -0.12, -0.17], [0.01, 4.01, -5.73], [0.02, 1.51, -5.78]], "homo_ev": [-2.584, -6.835], "multiplicity": 5, "fmax_ev_per_a": 2.7, "molar_mass_g_mol": 458.26}

***

[3]
{"formula": "C16H32FeN8O4S2", "method": "ωB97M-V/def2-TZVPD", "species": ["H", "H", "H", "O", "H", "H", "N", "C", "C", "H", "H", "H", "H", "N", "N", "S", "C", "H", "H", "H", "C", "O", "N", "H", "H", "H", "H", "H", "C", "C", "H", "S", "O", "H", "H", "H", "C", "N", "C", "C", "N", "H", "N", "C", "H", "H", "O", "C", "C", "N", "H", "C", "C", "H", "H", "C", "H", "H", "Fe", "H", "C", "H", "H"], "positions_angstrom": [[-0.87, -5.98, -3.98], [2.06, -5.10, -4.37], [-0.11, 5.83, 0.60], [3.42, -0.01, -3.99], [-1.03, 5.40, 2.83], [-2.37, 1.98, -0.49], [-2.21, 1.98, 0.52], [1.02, -1.35, -3.30], [-1.57, 5.01, 1.96], [-0.91, -3.21, 3.08], [-2.29, 5.79, 1.70], [-3.28, 3.81, 0.39], [-3.03, 3.97, 3.11], [0.87, 1.11, 2.58], [3.33, 0.82, -3.12], [0.89, -4.06, -2.66], [-0.57, -0.44, 3.37], [3.29, 1.75, 3.35], [-0.71, -1.87, -1.20], [0.63, -4.21, -4.98], [-3.04, 3.08, 1.16], [1.55, -4.81, -1.63], [2.82, 1.06, 3.90], [-1.13, 4.61, -0.14], [-1.64, 3.00, 2.81], [2.11, -2.40, -1.75], [-1.02, -2.83, 4.80], [0.85, 4.03, 1.96], [1.60, 0.64, 3.58], [1.00, -4.90, -4.21], [-1.71, -0.59, -1.84], [0.78, -0.62, 4.45], [4.08, 1.73, -2.86], [2.77, -2.67, -3.37], [1.26, -1.03, -4.31], [3.32, 0.67, 4.68], [-0.62, 4.89, 0.78], [1.15, -0.19, -2.38], [0.29, 0.02, -1.38], [-1.52, -2.73, 3.84], [0.70, 1.07, -0.64], [0.55, -6.86, -3.38], [0.44, 3.84, 1.05], [1.89, 1.52, -1.19], [1.20, 3.98, 0.38], [-2.42, -0.81, 4.29], [-0.48, -3.61, -2.44], [-2.31, 3.73, 2.33], [2.16, 0.74, -2.25], [-0.35, 0.47, 2.48], [-1.29, -0.61, -0.11], [-0.92, -0.80, -1.12], [1.85, -2.53, -2.81], [0.27, -6.70, -5.12], [2.49, 2.33, -0.81], [-1.81, -1.26, 3.50], [-2.37, -1.18, 2.57], [-2.46, -3.27, 3.91], [-0.16, 1.85, 0.96], [-0.04, -1.61, -3.27], [0.18, -6.19, -4.16], [-3.98, 2.63, 1.48], [-2.59, 1.09, 0.84]], "total_charge": 3, "homo_ev": [-17.370, -17.369], "multiplicity": 6, "fmax_ev_per_a": 0.3, "e_above_lowest_kcal_mol": 2.1, "molar_mass_g_mol": 520.46}